Molecular formula: C78H220N14O36
Method: DFT, ωB97M-V/def2-TZVPD

- Maximum force: 0.0603 Eh/bohr
- Charge: 0
- E_LUMO: 0.0 eV
- HOMO-LUMO gap: 8.593 eV
- HOMO energy: -8.59 eV

Last column: Löwdin charge in e.
Positions of all 348 atoms, in Å:
C -9.557 -4.408 34.076  -0.052
C -9.920 -4.662 35.513  -0.392
C -11.332 -4.233 35.934  -0.254
O -12.205 -4.998 35.175  -0.178
C -13.563 -4.757 35.557  -0.081
N -9.832 -6.127 35.840  0.065
H -9.666 -3.336 33.814  0.078
H -10.225 -4.994 33.432  0.090
H -8.529 -4.692 33.871  0.047
H -9.265 -4.130 36.224  0.117
H -11.381 -3.143 35.732  0.120
H -11.353 -4.372 37.012  0.121
H -13.733 -4.974 36.608  0.083
H -14.194 -5.397 34.938  0.090
H -13.774 -3.687 35.381  0.090
H -10.713 -6.468 36.160  0.050
H -9.083 -6.401 36.443  0.024
C 3.955 -7.907 39.523  -0.051
C 5.360 -7.485 39.205  -0.469
C 6.093 -7.123 40.506  -0.182
O 7.332 -6.476 40.147  -0.235
C 8.129 -6.250 41.324  -0.089
N 6.050 -8.419 38.336  0.074
H 4.003 -8.846 40.102  0.094
H 3.336 -8.121 38.638  0.072
H 3.428 -7.195 40.157  0.074
H 5.259 -6.517 38.699  0.109
H 6.339 -7.974 41.160  0.132
H 5.455 -6.369 41.053  0.123
H 8.996 -5.639 41.060  0.090
H 8.379 -7.143 41.886  0.081
H 7.459 -5.657 41.961  0.082
H 6.932 -7.920 38.235  0.057
H 5.628 -8.251 37.425  0.034
C 0.448 -6.110 35.618  -0.031
C -0.521 -5.314 34.741  -0.405
C -1.539 -4.534 35.458  -0.163
O -2.617 -4.273 34.561  -0.201
C -3.565 -3.369 35.072  -0.087
N 0.363 -4.549 33.885  0.074
H 1.265 -5.543 36.103  0.079
H 0.914 -6.906 35.040  0.063
H -0.132 -6.626 36.381  0.051
H -0.992 -6.118 34.159  0.129
H -1.015 -3.599 35.767  0.141
H -1.857 -5.129 36.343  0.131
H -3.160 -2.344 35.112  0.075
H -3.927 -3.611 36.081  0.078
H -4.372 -3.401 34.330  0.098
H -0.159 -3.915 33.277  0.073
H 0.977 -3.963 34.451  0.078
C -1.102 -10.095 33.104  -0.053
C -1.508 -8.651 32.925  -0.350
C -0.530 -7.921 31.970  -0.195
O -0.546 -8.612 30.732  -0.218
C 0.533 -8.271 29.864  -0.077
N -2.928 -8.582 32.395  0.061
H -0.965 -10.562 32.122  0.081
H -1.831 -10.675 33.656  0.073
H -0.148 -10.197 33.641  0.068
H -1.562 -8.196 33.910  0.110
H 0.480 -8.067 32.412  0.111
H -0.635 -6.831 31.869  0.118
H 0.388 -8.958 29.037  0.088
H 1.536 -8.390 30.287  0.069
H 0.439 -7.223 29.524  0.074
H -2.980 -9.017 31.484  0.078
H -3.134 -7.610 32.211  0.046
C -2.013 2.527 38.387  -0.050
C -2.875 3.012 37.240  -0.456
C -2.378 4.180 36.415  -0.215
O -3.357 4.542 35.454  -0.196
C -3.005 5.760 34.787  -0.092
N -3.132 1.935 36.321  0.064
H -2.387 1.558 38.706  0.047
H -2.029 3.186 39.257  0.083
H -0.953 2.413 38.077  0.094
H -3.818 3.302 37.750  0.143
H -1.460 3.834 35.914  0.134
H -2.127 4.981 37.114  0.128
H -3.876 5.975 34.154  0.089
H -2.164 5.605 34.098  0.088
H -2.838 6.588 35.496  0.092
H -3.686 1.183 36.726  0.071
H -3.612 2.320 35.518  0.083
C 6.553 -9.536 30.889  -0.049
C 5.554 -8.990 31.892  -0.431
C 4.119 -9.410 31.644  -0.213
O 4.047 -10.816 31.815  -0.203
C 2.739 -11.285 31.522  -0.089
N 5.914 -9.392 33.234  0.040
H 6.278 -10.584 30.640  0.094
H 7.549 -9.533 31.357  0.080
H 6.574 -8.925 30.005  0.070
H 5.639 -7.889 31.917  0.137
H 3.828 -9.154 30.590  0.131
H 3.368 -8.883 32.288  0.121
H 1.967 -10.777 32.155  0.089
H 2.724 -12.343 31.744  0.086
H 2.550 -11.156 30.445  0.093
H 6.915 -9.251 33.358  0.095
H 5.800 -10.390 33.291  0.088
C -1.683 -4.705 40.685  -0.038
C -1.228 -5.323 39.371  -0.438
C 0.223 -5.842 39.498  -0.181
O 1.176 -4.872 39.922  -0.191
C 1.554 -3.940 38.921  -0.087
N -2.056 -6.443 38.956  0.058
H -0.935 -3.916 40.838  0.078
H -1.646 -5.424 41.512  0.095
H -2.653 -4.255 40.495  0.050
H -1.332 -4.578 38.555  0.118
H 0.614 -6.296 38.581  0.107
H 0.094 -6.623 40.254  0.128
H 1.705 -4.421 37.934  0.080
H 2.459 -3.433 39.252  0.062
H 0.748 -3.198 38.733  0.074
H -3.048 -6.215 39.007  0.063
H -1.841 -6.811 38.020  0.048
C -7.176 -3.276 31.481  -0.061
C -7.461 -2.687 30.137  -0.438
C -9.001 -2.526 29.918  -0.176
O -9.727 -3.760 30.153  -0.222
C -9.536 -4.729 29.082  -0.098
N -6.901 -1.360 30.062  0.052
H -6.117 -3.428 31.689  0.070
H -7.655 -4.236 31.623  0.065
H -7.513 -2.606 32.295  0.065
H -7.150 -3.330 29.287  0.137
H -9.305 -2.140 28.927  0.124
H -9.423 -1.831 30.661  0.111
H -8.492 -5.132 29.102  0.084
H -9.752 -4.338 28.065  0.087
H -10.264 -5.539 29.272  0.087
H -7.289 -0.731 30.749  0.030
H -5.913 -1.471 30.293  0.050
C -7.343 -0.444 34.064  -0.042
C -8.605 -0.086 33.321  -0.458
C -9.718 0.462 34.226  -0.196
O -10.106 -0.498 35.203  -0.217
C -11.232 -0.009 35.908  -0.112
N -8.197 0.889 32.333  0.038
H -6.590 -0.889 33.414  0.074
H -7.664 -1.093 34.891  0.066
H -7.007 0.501 34.499  0.087
H -9.052 -0.953 32.853  0.112
H -10.621 0.708 33.650  0.127
H -9.369 1.364 34.796  0.137
H -11.319 -0.595 36.825  0.072
H -12.161 -0.097 35.345  0.089
H -11.106 1.047 36.184  0.090
H -7.766 1.699 32.757  0.075
H -8.949 1.290 31.772  0.087
C 6.768 -5.419 36.116  -0.028
C 5.757 -4.437 36.736  -0.405
C 6.140 -3.975 38.168  -0.131
O 4.975 -3.292 38.767  -0.231
C 5.063 -3.276 40.173  -0.112
N 5.553 -3.377 35.762  0.043
H 6.463 -5.749 35.138  0.061
H 6.934 -6.254 36.795  0.059
H 7.726 -4.884 35.998  0.089
H 4.770 -4.915 36.826  0.141
H 6.915 -3.195 38.169  0.134
H 6.420 -4.892 38.713  0.095
H 6.073 -3.061 40.514  0.086
H 4.801 -4.287 40.513  0.080
H 4.366 -2.542 40.615  0.096
H 4.881 -2.702 36.153  0.050
H 6.409 -2.844 35.673  0.098
C -3.740 -6.751 29.473  -0.067
C -3.337 -7.376 28.156  -0.395
C -2.153 -6.517 27.593  -0.159
O -2.698 -5.201 27.322  -0.210
C -1.796 -4.373 26.655  -0.125
N -3.036 -8.800 28.416  0.052
H -3.940 -5.686 29.385  0.069
H -2.913 -6.901 30.160  0.057
H -4.605 -7.283 29.884  0.084
H -4.118 -7.380 27.399  0.138
H -1.852 -6.933 26.625  0.120
H -1.247 -6.413 28.204  0.097
H -2.125 -3.332 26.735  0.091
H -1.738 -4.671 25.601  0.090
H -0.769 -4.432 27.037  0.072
H -2.201 -8.855 28.997  0.043
H -2.775 -9.267 27.559  0.065
C -4.948 -4.035 42.496  -0.059
C -5.959 -3.270 41.666  -0.379
C -6.375 -1.957 42.350  -0.181
O -7.262 -1.197 41.513  -0.236
C -7.447 0.104 42.103  -0.071
N -5.378 -2.962 40.301  0.052
H -4.575 -5.012 42.148  0.087
H -5.459 -4.165 43.451  0.078
H -4.099 -3.357 42.687  0.082
H -6.750 -3.939 41.390  0.123
H -5.475 -1.330 42.578  0.136
H -6.917 -2.204 43.275  0.131
H -8.104 0.618 41.413  0.083
H -6.476 0.597 42.076  0.089
H -7.893 0.056 43.102  0.095
H -5.988 -2.423 39.670  0.058
H -4.494 -2.427 40.368  0.049
C 4.918 2.719 32.523  -0.067
C 3.794 1.881 31.939  -0.467
C 3.827 0.509 32.512  -0.225
O 5.032 -0.225 32.278  -0.182
C 4.944 -1.585 32.778  -0.086
N 2.541 2.579 32.156  0.065
H 5.062 2.633 33.614  0.087
H 4.873 3.781 32.220  0.085
H 5.808 2.295 32.041  0.077
H 4.019 1.838 30.867  0.137
H 2.976 -0.127 32.168  0.124
H 3.751 0.527 33.606  0.120
H 5.831 -2.115 32.399  0.091
H 4.062 -2.195 32.547  0.076
H 5.038 -1.561 33.860  0.061
H 1.765 1.979 31.963  0.030
H 2.476 2.831 33.137  0.077
C 2.370 0.310 28.531  -0.075
C 1.502 -0.778 27.962  -0.442
C 1.366 -1.870 29.033  -0.164
O 0.535 -2.997 28.586  -0.224
C 0.642 -4.075 29.506  -0.117
N 0.198 -0.215 27.581  0.053
H 3.348 -0.053 28.824  0.073
H 1.893 0.706 29.451  0.068
H 2.525 1.158 27.862  0.084
H 1.928 -1.251 27.067  0.140
H 0.948 -1.488 30.019  0.127
H 2.389 -2.302 29.159  0.130
H 1.579 -4.620 29.451  0.080
H -0.175 -4.760 29.272  0.057
H 0.497 -3.711 30.537  0.089
H -0.335 -1.041 27.328  0.052
H -0.208 0.163 28.447  0.055
C 2.379 -1.481 36.263  -0.243
C 3.095 -0.704 37.337  -0.224
O 4.474 -0.472 36.987  -0.079
O 0.996 -1.637 36.580  -0.095
H 2.833 -2.476 36.267  0.100
H 2.580 -1.024 35.287  0.112
H 2.986 -1.138 38.337  0.116
H 2.674 0.317 37.276  0.127
H 5.003 -1.144 37.434  0.052
H 0.426 -0.878 36.336  0.041
C -1.054 2.277 31.000  -0.238
C -2.538 2.102 30.716  -0.170
O -3.036 0.986 31.571  -0.112
O -0.279 1.134 30.612  -0.100
H -1.007 2.542 32.052  0.106
H -0.679 3.110 30.399  0.127
H -2.628 1.826 29.657  0.124
H -3.142 2.978 30.976  0.115
H -3.929 0.732 31.282  0.081
H -0.490 0.401 31.235  0.030
C 3.213 -5.390 31.923  -0.174
C 4.135 -5.140 33.179  -0.246
O 3.412 -4.327 34.080  -0.110
O 2.023 -6.198 32.300  -0.159
H 3.704 -6.017 31.159  0.105
H 2.865 -4.498 31.379  0.090
H 5.079 -4.662 32.820  0.117
H 4.393 -6.125 33.617  0.095
H 4.123 -3.956 34.667  0.033
H 1.478 -5.655 32.940  0.029
C -5.682 -7.596 34.472  -0.218
C -5.445 -6.214 33.890  -0.206
O -4.951 -6.207 32.529  -0.094
O -4.462 -8.299 34.628  -0.108
H -6.422 -8.158 33.890  0.127
H -6.111 -7.427 35.469  0.102
H -4.594 -5.753 34.396  0.098
H -6.304 -5.546 33.966  0.105
H -5.691 -6.380 31.933  0.082
H -4.126 -8.454 33.700  0.049
C -6.548 -6.017 38.625  -0.254
C -5.489 -5.576 37.635  -0.222
O -4.469 -4.755 38.233  -0.141
O -7.432 -6.784 37.879  -0.059
H -7.031 -5.148 39.083  0.111
H -6.073 -6.632 39.394  0.131
H -5.991 -4.992 36.846  0.117
H -5.044 -6.461 37.180  0.113
H -4.871 -4.251 38.998  0.045
H -7.960 -7.343 38.437  0.093
C -9.378 -1.855 38.670  -0.242
C -8.163 -1.935 37.694  -0.163
O -6.951 -1.252 38.167  -0.105
O -9.204 -2.580 39.842  -0.052
H -10.294 -2.207 38.202  0.101
H -9.512 -0.793 38.946  0.123
H -8.507 -1.598 36.723  0.076
H -7.806 -2.968 37.616  0.109
H -7.086 -0.306 38.355  0.105
H -8.591 -2.146 40.428  0.037
C 0.063 -0.716 33.420  -0.189
C -1.083 -0.064 34.217  -0.195
O -0.681 0.241 35.553  -0.111
O -0.284 -1.027 32.063  -0.112
H 0.534 -1.568 33.934  0.110
H 0.817 0.059 33.331  0.101
H -1.874 -0.848 34.247  0.109
H -1.571 0.798 33.715  0.114
H -1.289 0.943 35.894  0.066
H -0.909 -1.794 32.042  0.048
C -2.792 -2.735 29.858  -0.223
C -2.560 -3.730 30.957  -0.195
O -1.936 -3.058 32.051  -0.103
O -3.486 -1.602 30.317  -0.071
H -3.410 -3.222 29.102  0.120
H -1.851 -2.391 29.397  0.120
H -1.963 -4.597 30.669  0.102
H -3.524 -4.120 31.315  0.116
H -2.195 -3.544 32.867  0.076
H -2.946 -1.101 30.962  0.068
C -2.203 -1.147 39.079  -0.138
C -2.930 -1.746 37.885  -0.230
O -4.072 -0.973 37.467  -0.073
O -3.134 -1.122 40.277  -0.109
H -1.883 -0.142 38.851  0.076
H -1.343 -1.831 39.249  0.116
H -3.223 -2.788 38.047  0.092
H -2.211 -1.731 37.051  0.105
H -4.872 -1.189 37.977  0.052
H -2.570 -1.059 41.054  0.080
C -2.069 -9.579 36.994  -0.188
C -0.738 -9.498 37.831  -0.240
O -0.993 -9.354 39.216  -0.101
O -2.340 -8.274 36.451  -0.125
H -2.877 -9.986 37.638  0.125
H -1.884 -10.280 36.133  0.109
H -0.005 -8.759 37.442  0.103
H -0.215 -10.467 37.825  0.116
H -1.415 -8.489 39.374  0.042
H -3.126 -8.284 35.875  0.037
C 3.193 -8.219 35.316  -0.196
C 2.627 -9.680 35.482  -0.238
O 2.980 -10.230 36.716  -0.071
O 4.614 -8.287 35.591  -0.144
H 2.814 -7.567 36.120  0.102
H 3.009 -7.684 34.382  0.082
H 3.020 -10.294 34.659  0.105
H 1.540 -9.736 35.420  0.098
H 3.927 -10.037 36.900  0.089
H 5.049 -8.689 34.795  0.046